1.
C2H8NO2 | ωB97M-V with the def2-TZVPD basis set

- Gap between HOMO and LUMO: 8.07 eV
- Relative energy (zero: lowest compared OMol25 entry of this formula, charge and spin): 35.4 kJ/mol
- Net charge: -1
- HOMO energy: -3.6 eV

Atoms and positions in Å:
C  1.59040  -0.79995  -1.51858
O  1.90607  -0.90895  -0.16717
H  1.14503  0.18097  -1.74633
H  2.50474  -0.91348  -2.11111
H  0.88994  -1.58511  -1.84678
N  -2.21544  0.76041  1.08190
C  -0.74773  0.85449  0.88957
O  -0.07138  -0.28969  1.16038
H  -2.60943  0.04438  0.47269
H  -2.33236  0.36872  2.00973
H  -0.60666  1.19329  -0.15748
H  -0.46275  1.70476  1.52686
H  1.00959  -0.60986  0.40633



2.
C21H47BN4O5Si2Sr | ωB97M-V with the def2-TZVPD basis set

- Gap between HOMO and LUMO: 6.60 eV
- Relative energy (zero: lowest compared OMol25 entry of this formula, charge and spin): 42.7 kJ/mol
- HOMO energy: -6.5 eV

Atoms and positions in Å:
Sr  0.23977  -0.28105  0.23847
C  3.64410  -2.88125  -3.37238
N  2.61831  -1.85792  -3.18882
C  1.55161  -1.81583  -4.18539
C  2.48790  -1.15819  -2.05428
O  1.56459  -0.36237  -1.86300
C  3.54609  -1.40374  -0.98874
O  3.24002  -0.65111  0.17231
C  3.67873  -1.25694  1.37525
C  2.53334  -1.32282  2.37723
O  1.49263  -0.68915  2.17954
N  2.72763  -2.07376  3.46454
C  1.64743  -2.23139  4.43583
C  3.92733  -2.88731  3.64898
H  3.39639  -3.79954  -2.83804
H  4.62092  -2.53017  -3.04531
H  3.71263  -3.09954  -4.43551
H  1.10172  -2.80534  -4.28345
H  1.95572  -1.51203  -5.15122
H  0.79048  -1.10900  -3.87416
H  4.52571  -1.11826  -1.38056
H  3.56123  -2.47595  -0.76884
H  4.49013  -0.66819  1.81258
H  4.04796  -2.26616  1.19283
H  0.79418  -1.63822  4.12596
H  1.97884  -1.89998  5.42031
H  1.35415  -3.28031  4.49088
H  4.83533  -2.28807  3.57858
H  3.97058  -3.70344  2.92592
H  3.89087  -3.31738  4.64639
O  0.26481  1.98157  1.55449
C  0.62128  2.67052  0.62794
O  1.27741  2.13588  -0.40684
C  0.31345  4.14255  0.47460
N  1.08415  4.71101  -0.64233
C  0.17958  5.52740  -1.49457
C  -1.11394  5.65335  -0.69363
C  -1.15941  4.33349  0.06595
H  0.50756  4.63062  1.43018
H  1.48748  2.89810  -0.99953
H  1.87429  5.24519  -0.31302
H  -0.00498  5.00792  -2.43539
H  0.63607  6.48709  -1.72905
H  -1.98545  5.80584  -1.32865
H  -1.04938  6.48895  0.00801
H  -1.47660  3.52618  -0.59843
H  -1.82111  4.33089  0.92932
C  -1.79016  0.22199  -2.91972
Si  -3.09314  0.44626  -1.55816
C  -4.30698  -0.96345  -1.82057
C  -3.99846  2.04395  -2.01282
C  -2.30356  0.52023  0.06608
Si  -3.21891  0.15713  1.59625
C  -4.22444  1.65084  2.17045
C  -2.02820  -0.23804  3.01624
C  -4.39963  -1.30108  1.52323
H  -2.18933  0.44749  -3.91543
H  -1.44151  -0.81909  -2.92596
H  -0.91493  0.86311  -2.75334
H  -4.46954  -1.12861  -2.89075
H  -5.27697  -0.75267  -1.36041
H  -3.92746  -1.89492  -1.38888
H  -4.57979  1.94483  -2.93682
H  -3.29275  2.87264  -2.15406
H  -4.68381  2.32697  -1.20674
H  -2.01358  1.58179  0.18927
H  -3.55770  2.48901  2.40883
H  -4.82788  1.43958  3.06178
H  -4.89950  1.97920  1.37266
H  -1.23197  0.51325  3.08368
H  -1.55884  -1.21959  2.85922
H  -2.54382  -0.27034  3.98241
H  -5.32025  -1.04665  0.99045
H  -4.67130  -1.61340  2.53703
H  -3.94594  -2.15967  1.01768
B  2.22185  -4.60355  0.15131
C  1.09667  -3.48928  0.12193
N  0.32695  -2.62471  0.10896
H  1.74302  -5.64176  0.54791
H  3.09607  -4.20688  0.90869
H  2.66429  -4.71673  -0.97538



> gap between HOMO and LUMO of number 2 (C21H47BN4O5Si2Sr)?

6.60 eV